No. 1
9
Properties=species:S:1:pos:R:3:mulliken_charge:R:1 method="wB97M-V/def2-TZVPD" relative_energy_ev=2.507 smiles=COSN molar_mass_g_mol=79.12 e_homo_ha=-0.3454
C -1.4853 0.0762 0.0605 -0.3773
O -0.6477 -0.4597 0.9970 -0.4357
S 0.9556 -1.2403 0.1076 0.1093
N 1.8418 0.1852 -0.0670 -0.4018
H -2.2434 0.6765 0.6783 0.2006
H -2.0833 -0.6397 -0.4369 0.2373
H -0.8510 0.4700 -0.7612 0.1699
H 2.7415 0.2855 0.3623 0.2483
H 1.7718 0.6464 -0.9406 0.2494

No. 2
168
Properties=species:S:1:pos:R:3:mulliken_charge:R:1 method="wB97M-V/def2-TZVPD" smiles="CCN(CC)CC.CCN(CC)CC.CCN(CC)CC.CCN(CC)CC.CCN(CC)CC.CCN(CC)CC.CC(N)=O.CC(N)=O.CC(N)=O.CC(N)=O" molar_mass_g_mol=843.43 e_homo_ha=-0.2893
C -3.2386 -0.8964 -2.6017 -1.2064
C -4.2550 -0.9013 -1.5321 1.1497
N -5.6236 -1.2402 -2.0271 0.0408
C -5.9543 -2.6546 -1.8901 -0.3169
C -5.3687 -3.6015 -2.8243 -1.2683
C -6.6566 -0.4351 -1.4175 -0.7485
C -6.8762 -0.6513 0.0993 -0.8185
H -3.4402 -0.1109 -3.3300 0.2358
H -3.1759 -1.8383 -3.1466 0.2929
H -2.1868 -0.8374 -2.3218 -0.0378
H -3.8664 -1.5468 -0.7443 -0.3016
H -4.3738 0.1277 -1.1930 -0.1248
H -5.7513 -2.9202 -0.8526 0.2515
H -7.0333 -2.8077 -1.9080 0.5030
H -5.4779 -3.2516 -3.8508 0.3290
H -4.3348 -3.8227 -2.5592 0.0487
H -5.9910 -4.4963 -2.8077 0.4736
H -7.5320 -0.4871 -2.0648 0.4513
H -6.4691 0.6366 -1.4835 0.3553
H -7.3092 -1.6264 0.3226 0.3460
H -7.3393 0.2440 0.5141 0.4210
H -6.0026 -0.5876 0.7481 0.1007
C 1.4527 4.9064 0.4946 -0.8298
C 2.4303 4.4945 1.4730 0.3793
N 2.5376 5.5642 2.4840 0.1015
C 1.2870 5.7839 3.3323 -0.9811
C 0.9474 4.6536 4.3790 -0.1869
C 3.7409 5.4625 3.3544 -0.3847
C 5.0481 5.6691 2.5995 -1.4466
H 1.6559 4.4246 -0.4618 -0.3122
H 1.5596 5.9683 0.2734 0.4667
H 0.4403 4.6961 0.8392 0.2157
H 2.0729 3.5357 1.8487 -0.5489
H 3.3675 4.3847 0.9275 0.5370
H 0.4241 6.0318 2.7142 0.3604
H 1.3827 6.7369 3.8526 0.4644
H 0.9321 3.6846 3.8802 -0.1069
H 0.0054 4.8748 4.8808 0.1140
H 1.7419 4.6038 5.1236 0.3484
H 3.6313 6.3636 3.9577 0.5368
H 3.8301 4.6314 4.0540 0.2084
H 4.9339 6.3518 1.7576 0.3320
H 5.7095 6.2196 3.2685 0.4273
H 5.5104 4.7604 2.2139 0.3096
C 0.3815 4.7840 -4.0084 -1.6876
C 0.4607 3.7613 -2.8322 -0.8595
N 0.0971 2.4447 -3.3941 1.3796
C 1.0530 1.7456 -4.1923 -1.1306
C 2.4540 1.8533 -3.8380 -1.3995
C -1.2644 2.1957 -3.7640 -0.9618
C -2.2864 2.3610 -2.6537 -1.1804
H -0.4950 4.9515 -4.6343 0.2623
H 1.1953 4.5168 -4.6825 0.2724
H 0.5627 5.8006 -3.6594 0.4617
H 1.4884 3.7501 -2.4691 0.3294
H -0.1493 4.2096 -2.0480 0.4440
H 0.7154 0.7419 -4.4505 0.6859
H 0.9753 2.1405 -5.2053 0.6793
H 2.6166 1.8807 -2.7605 0.1761
H 2.8757 0.9014 -4.1607 0.3687
H 2.8893 2.7203 -4.3348 0.3030
H -1.3548 1.1509 -4.0610 0.3810
H -1.5771 2.7756 -4.6323 0.4510
H -2.3832 3.4309 -2.4692 0.5375
H -1.9131 1.9596 -1.7116 0.0447
H -3.2538 1.9847 -2.9861 0.4127
C 1.1459 -0.5661 5.7526 -1.7412
C 1.0851 -0.9676 4.2612 0.3586
N 2.5133 -0.9628 3.8328 0.1450
C 3.3074 0.3087 3.7491 -1.7189
C 2.7809 1.2240 2.7204 0.2480
C 2.6463 -1.7418 2.5644 0.2804
C 4.0808 -2.0474 2.2900 -0.8374
H 1.1873 0.4903 6.0182 0.3170
H 1.9891 -1.1001 6.1908 0.3825
H 0.3016 -1.0263 6.2658 0.4760
H 0.5491 -1.9098 4.1469 0.2418
H 0.4562 -0.2492 3.7353 -0.0052
H 3.3182 0.7605 4.7411 0.4505
H 4.3594 0.0881 3.5680 0.4232
H 1.6929 1.2895 2.7280 0.1489
H 3.1748 2.2253 2.8951 -0.0213
H 2.9359 0.9736 1.6709 0.3279
H 2.2954 -1.0961 1.7595 -0.5502
H 2.0067 -2.6209 2.4852 0.6370
H 4.6169 -1.2732 1.7411 0.4187
H 4.1492 -2.9632 1.7029 -0.3664
H 4.4788 -2.3865 3.2464 0.3943
C -6.7481 2.4044 3.1244 -1.1659
C -5.4964 3.2043 2.7800 -0.4384
N -4.3167 2.6839 3.5443 0.2202
C -3.7907 1.4424 2.9888 -1.1835
C -3.0104 1.5506 1.6730 0.8155
C -3.4100 3.8035 3.8691 -0.4381
C -2.2951 3.4663 4.8637 -1.1103
H -7.6356 2.6892 2.5593 0.4210
H -7.0879 2.5371 4.1516 0.2969
H -6.5217 1.3655 2.8845 0.1493
H -5.1854 3.1588 1.7363 0.2619
H -5.7839 4.2226 3.0418 0.4698
H -3.0134 1.0249 3.6289 0.2653
H -4.6131 0.7286 3.0349 0.1433
H -2.2621 2.3326 1.8017 0.1510
H -2.5799 0.5509 1.6150 -0.7246
H -3.5702 1.8622 0.7911 0.1486
H -4.0866 4.5296 4.3199 0.5216
H -2.9860 4.2697 2.9798 0.2752
H -1.4702 2.8508 4.5048 0.0568
H -2.6635 2.8565 5.6886 0.3833
H -1.8747 4.3958 5.2475 0.3943
C 5.8879 -5.0519 -3.6390 -1.2869
C 5.8930 -4.4314 -2.2276 -0.3465
N 4.7280 -4.7878 -1.4562 0.2900
C 4.9188 -4.7815 0.0020 -0.4874
C 5.8725 -5.9308 0.3794 -1.4028
C 3.5347 -4.0011 -1.8454 -0.5553
C 3.6211 -2.4962 -1.6756 0.1692
H 6.1101 -6.1189 -3.6236 0.3253
H 6.7051 -4.5921 -4.1947 0.4232
H 5.0634 -4.8444 -4.3211 0.1754
H 6.8837 -4.5261 -1.7830 0.4815
H 5.9582 -3.3593 -2.4132 0.1970
H 4.0008 -4.9478 0.5657 0.3166
H 5.2560 -3.7933 0.3149 0.4634
H 5.6607 -6.9970 0.2991 0.3045
H 6.1704 -5.7497 1.4121 0.3955
H 6.8187 -5.7969 -0.1451 0.3076
H 3.3329 -4.2284 -2.8922 0.1965
H 2.7171 -4.2299 -1.1618 0.2010
H 4.4472 -2.0560 -2.2340 0.4070
H 2.7065 -2.0282 -2.0397 -0.2789
H 3.5666 -2.2295 -0.6202 -0.3814
C -1.4264 -3.7987 -1.1038 0.6557
C -0.6293 -3.7969 -2.3316 0.3123
N -0.0783 -4.9119 -2.8340 -0.2627
O -0.4423 -2.8310 -2.9287 -0.8172
H -2.5034 -3.8503 -1.2631 -0.0647
H -1.2152 -2.8412 -0.6277 -0.9342
H -1.0712 -4.6297 -0.4943 0.6776
H 0.4459 -4.9189 -3.6973 0.0329
H -0.3930 -5.8190 -2.5206 0.1743
C -1.8818 -2.4835 2.2308 0.9181
C -3.1346 -3.2387 2.0982 0.1635
N -4.2039 -2.7864 2.6357 -0.2848
O -3.1078 -4.3181 1.5371 -0.7055
H -1.3403 -2.6745 3.1573 0.5509
H -2.1035 -1.4185 2.1619 -0.9175
H -1.1541 -2.8248 1.4944 -0.1640
H -5.0342 -3.2933 2.3642 0.2801
H -4.1541 -1.8505 3.0122 0.2084
C 0.5230 1.2703 -0.2185 1.4495
C 0.2031 -0.1533 -0.6181 0.3116
N 0.2930 -0.4073 -1.9143 1.0611
O -0.0707 -1.0125 0.1736 -0.3796
H 1.2350 1.2502 0.6065 -1.1901
H -0.3040 1.9543 -0.0280 0.0746
H 1.0150 1.8419 -1.0055 -0.4933
H 0.2161 -1.3324 -2.3121 -0.4985
H 0.2964 0.4081 -2.5102 -0.2252
C 2.1627 -2.7618 -5.1031 0.0233
C 1.7451 -4.0145 -5.6731 0.4275
N 1.1531 -3.9711 -6.7955 -0.3854
O 2.0242 -5.0837 -5.0956 -0.7351
H 3.2347 -2.7905 -4.9082 0.2439
H 1.7172 -2.5286 -4.1360 -0.4713
H 1.8927 -1.9329 -5.7574 0.4678
H 0.9770 -4.8614 -7.2387 0.2929
H 1.1174 -3.1482 -7.3800 0.2155

No. 3
151
Properties=species:S:1:pos:R:3:mulliken_charge:R:1 method="wB97M-V/def2-TZVPD" molar_mass_g_mol=1143.54 e_homo_ha=-0.3459
Rb 2.5375 15.1600 24.7104 1.0053
P 8.9039 15.5160 24.2043 1.2295
F 10.2089 14.9168 23.4384 -0.3765
F 9.7447 14.9238 25.4952 -0.3723
F 9.7113 16.9294 24.3314 -0.3668
F 7.6054 16.0759 25.0855 -0.3892
F 8.1834 16.0620 22.8631 -0.3561
F 8.1875 14.0581 23.9320 -0.3765
C 3.0445 16.0317 17.3332 -0.3829
C 2.0196 14.8912 17.3294 -0.5732
C 1.1528 15.0466 18.5862 -0.3711
O 2.0685 15.8200 19.4076 -0.3781
C 2.7491 16.7817 18.5980 -0.4560
H 2.8457 16.7093 16.5029 0.2530
H 4.0852 15.7079 17.3468 0.2546
H 2.5322 13.9296 17.3015 0.2213
H 1.4076 14.8038 16.4316 0.3508
H 0.8789 14.1281 19.1052 0.2601
H 0.2679 15.6607 18.4187 0.2584
H 3.6628 17.0747 19.1151 0.2879
H 2.2132 17.7120 18.4097 0.2759
C 11.6152 12.4417 30.8384 -0.3516
C 11.7212 12.0731 32.3262 -0.4974
C 12.7944 12.9979 32.8917 -0.3916
O 13.2044 13.8340 31.8417 -0.3998
C 12.9561 13.1322 30.6214 -0.5123
H 10.8348 13.1890 30.6953 0.2022
H 11.4006 11.5871 30.1968 0.3013
H 11.9730 11.0286 32.5096 0.2932
H 10.7476 12.2312 32.7901 0.2464
H 13.6455 12.4308 33.2687 0.2610
H 12.3504 13.6956 33.6017 0.2699
H 13.7748 12.4533 30.3832 0.2472
H 13.0381 13.8609 29.8150 0.3320
C 10.0009 11.8292 15.9673 -0.3890
C 9.5830 11.9741 17.4082 -0.4256
C 9.6434 13.5088 17.6919 -0.4569
O 9.7815 14.1547 16.4251 -0.4094
C 10.4764 13.1759 15.6084 -0.4121
H 9.2034 11.4892 15.3066 0.2503
H 10.8354 11.1327 15.8850 0.2442
H 10.1476 11.3447 18.0961 0.2861
H 8.5719 11.6263 17.6199 0.2043
H 10.4821 13.7439 18.3473 0.2322
H 8.8049 13.9415 18.2375 0.3233
H 11.5618 13.2157 15.7003 0.2086
H 10.3209 13.3459 14.5430 0.3465
C 1.5340 8.6572 20.9920 -0.5302
C 2.9901 8.7739 20.7020 -0.4698
C 3.3311 10.0946 21.4322 -0.3764
O 2.1345 10.5636 22.0317 -0.3884
C 1.1491 9.5249 22.1637 -0.4239
H 1.2520 7.6131 21.1275 0.3274
H 0.8905 9.0757 20.2181 0.2549
H 3.0382 8.8375 19.6149 0.1943
H 3.5538 7.8841 20.9823 0.3427
H 3.7097 10.7877 20.6810 0.2616
H 3.9792 9.9126 22.2895 0.2940
H 0.1818 10.0140 22.0489 0.2381
H 1.3071 9.1200 23.1633 0.2744
C 17.4682 14.5346 26.0368 -0.4571
C 16.8650 15.8444 25.6945 -0.4518
C 17.7502 16.4375 24.5176 -0.3811
O 18.7271 15.3728 24.3150 -0.4162
C 18.8711 14.6255 25.4552 -0.5093
H 16.9337 13.7548 25.4942 0.2199
H 17.3968 14.3232 27.1037 0.3121
H 16.7665 16.4365 26.6044 0.3392
H 15.8752 15.5490 25.3464 0.1841
H 18.2835 17.3132 24.8873 0.2789
H 17.1772 16.5446 23.5965 0.2560
H 19.5653 15.1436 26.1169 0.2828
H 19.3033 13.6392 25.2862 0.3427
C 4.7598 22.9948 24.9723 -0.6098
C 5.7609 22.3705 23.9895 -0.5678
C 4.9076 21.3527 23.2065 -0.3786
O 4.1304 20.8348 24.2534 -0.3866
C 3.8764 21.7724 25.3650 -0.3728
H 4.1423 23.7688 24.5165 0.2614
H 5.1784 23.5156 25.8335 0.3469
H 6.5318 21.8349 24.5436 0.2608
H 6.2204 23.0768 23.2980 0.3485
H 5.5318 20.5325 22.8520 0.2808
H 4.2966 21.8415 22.4476 0.2869
H 4.2216 21.3600 26.3131 0.2672
H 2.8329 22.0638 25.4848 0.2629
C 5.0690 9.3501 29.2698 -0.4341
C 6.0073 10.3979 29.8381 -0.5180
C 5.8548 11.5519 28.8867 -0.4910
O 4.5580 11.4245 28.3132 -0.3862
C 4.2927 10.0183 28.1836 -0.4287
H 4.5221 9.1417 30.1893 0.1529
H 5.5974 8.4475 28.9628 0.3666
H 7.0175 9.9894 29.8619 0.2392
H 5.7661 10.6514 30.8704 0.3237
H 6.5026 11.5607 28.0101 0.3254
H 6.0202 12.4514 29.4798 0.2866
H 4.6502 9.6083 27.2390 0.2674
H 3.2150 9.8552 28.1864 0.2961
C 9.2296 18.8583 30.4710 -1.4846
C 9.9188 18.4501 31.7112 0.5605
C 11.3064 19.0100 31.9056 -0.4160
O 11.3458 19.5614 33.2727 -0.3448
C 10.0628 19.5553 33.7716 0.6539
O 9.7071 20.0285 34.8149 -0.5181
O 9.2333 18.9695 32.8467 -0.3668
H 9.5665 18.5118 29.4939 0.3992
H 9.1318 19.9438 30.4848 0.3627
H 8.1948 18.5214 30.5319 0.3264
H 10.0334 17.3673 31.7605 0.2297
H 11.4216 19.8725 31.2490 0.2578
H 12.0755 18.2740 31.6714 0.3407
C 9.9017 8.0884 23.8799 -1.3923
C 10.9887 9.0414 23.3773 0.5321
C 11.9769 9.5157 24.3592 -0.4206
O 13.2213 9.0604 23.8541 -0.3384
C 13.0469 8.3567 22.7799 0.6996
O 13.9719 7.8354 22.2056 -0.5809
O 11.7547 8.3516 22.4382 -0.3628
H 9.2305 7.8278 23.0615 0.3313
H 9.3096 8.4639 24.7144 0.3719
H 10.3425 7.1572 24.2359 0.3542
H 10.5594 9.9012 22.8629 0.2766
H 11.9569 9.2155 25.4069 0.2574
H 12.0176 10.6041 24.3156 0.2718
C 15.6265 13.6533 19.2701 -1.4692
C 16.0643 14.0775 17.9092 0.6070
C 17.4131 14.6568 17.8667 -0.3914
O 18.1372 13.9224 16.8492 -0.3475
C 17.2940 12.9665 16.3492 0.6735
O 17.5394 12.2432 15.3556 -0.5931
O 16.2167 12.9055 17.1137 -0.3374
H 16.3199 13.1640 19.9541 0.3813
H 14.8412 12.9332 19.0401 0.3363
H 15.1798 14.4362 19.8830 0.3765
H 15.3300 14.7495 17.4651 0.2209
H 17.9900 14.5118 18.7801 0.2665
H 17.3528 15.7034 17.5682 0.2762
C 12.5525 21.7302 22.1001 -1.4768
C 13.4378 20.5609 21.6919 0.5706
C 12.7972 19.5084 20.7894 -0.3319
O 13.6488 19.4674 19.6321 -0.3395
C 14.6569 20.4158 19.7518 0.6765
O 15.4762 20.5514 18.8506 -0.5739
O 14.5544 21.0615 20.9040 -0.3520
H 12.0362 22.2490 21.2924 0.3641
H 13.1468 22.4479 22.6656 0.3470
H 11.7231 21.3706 22.7092 0.3950
H 13.7887 20.1162 22.6232 0.2042
H 11.7831 19.7573 20.4767 0.2537
H 12.8530 18.4993 21.1976 0.2629

No. 4
15
Properties=species:S:1:pos:R:3:mulliken_charge:R:1 method="wB97M-V/def2-TZVPD" relative_energy_ev=4.035 molar_mass_g_mol=74.12 e_homo_ha=-0.3401
C 1.9687 0.4878 0.4165 -0.8991
C 1.1314 -0.4210 -0.4694 0.0043
O 0.4343 -1.3305 0.0509 -0.5567
C -1.5923 -0.8354 0.4855 -0.2312
C -1.9249 0.3421 -0.1394 -0.6432
H 2.3669 1.3451 -0.1356 0.3355
H 2.8067 -0.0861 0.8289 0.2864
H 1.3631 0.8449 1.2556 0.2604
H 0.2172 0.6199 -0.9899 0.1526
H 1.5202 -0.5821 -1.4926 0.3740
H -1.3177 -0.8547 1.5334 0.2299
H -1.8169 -1.7931 0.0327 0.2157
H -2.0160 1.2548 0.4475 0.3040
H -2.4966 0.3169 -1.0656 0.3093
H -0.6441 0.6915 -0.7586 -0.1420

No. 5
10
Properties=species:S:1:pos:R:3:mulliken_charge:R:1 method="wB97M-V/def2-TZVPD" relative_energy_ev=0.000 molar_mass_g_mol=301.75 e_homo_ha=-0.3803
C 0.3352 -0.4714 0.6320 -0.2638
C 0.4577 0.9337 -0.8211 0.0305
N -1.0558 -0.9306 0.4415 0.9020
O -1.2186 -1.9847 -0.0981 -0.5053
O -1.8945 -0.1891 0.8949 -0.5005
Cl 1.6161 -1.5956 0.5450 -0.0688
Cl -0.4126 0.2643 -2.1261 -0.0316
Br -0.4480 2.5290 -0.0621 0.0108
Br 2.3476 1.2294 -1.0129 0.0138
H 0.2730 0.2149 1.6069 0.4129

No. 6
18
Properties=species:S:1:pos:R:3:mulliken_charge:R:1 method="wB97M-V/def2-TZVPD" total_charge=+1 relative_energy_ev=0.000 molar_mass_g_mol=216.95 e_homo_ha=-0.4396
C -4.6377 -2.6405 -2.6179 -0.6969
O -3.3490 -2.0680 -2.4600 -0.3465
C -2.7967 -2.2529 -1.1688 -0.2336
C -1.6399 -1.2968 -0.9972 -0.6212
O -0.6121 -1.9914 -0.3208 -0.3523
C 0.4467 -1.2634 0.1084 0.0269
C 1.6473 -1.8118 0.3046 -0.7169
H -4.6242 -3.7132 -2.3735 0.3391
H -5.3567 -2.1280 -1.9636 0.3097
H -2.5427 -3.3141 -1.0140 0.3681
H -3.5554 -2.0367 -0.3997 0.3509
H -1.9959 -0.3960 -0.4761 0.3380
H -1.1782 -0.7786 -1.8518 0.3038
H 0.3175 -0.1783 0.0258 0.3202
H 1.8669 -2.8280 -0.0261 0.2574
H 2.4867 -1.1682 0.5604 0.2706
H -4.9258 -2.5129 -3.6687 0.2912
In -2.0843 -2.0235 -4.2749 0.7915